# 1
Below is a cluster of 2 separate species, C4H9FN2 in total, with properties calculated with ωB97M-V/def2-TZVPD.

Geometry as ORCA input:
```
! RIJCOSX wB97M-V def2-TZVPD def2/J DEFGRID3
* xyz 0 1
F -1.0633 0.9098 -1.3503
N 1.3759 0.6156 1.1457
N 0.2409 0.7630 1.3830
C -0.8971 -0.4133 -1.2073
C -1.8211 -1.1072 -0.2798
C 0.1527 -1.0379 -1.7875
C 2.3972 -0.2823 2.0440
H 3.3854 -0.1993 1.5095
H -2.0277 -2.1187 -0.7969
H 0.4005 -1.9794 -1.5928
H 2.1024 -1.2928 2.1339
H 2.4812 0.2676 2.9012
H -1.3096 -1.3140 0.6960
H 1.8100 0.8085 0.1977
H -2.7648 -0.5807 -0.1135
H 0.7797 -0.3491 -2.2621
*
```

Summary:
E_HOMO, eV: -7.9
Orbital gap, hartree: 0.3249
Energy, eV: -9987.5598
Energy above the lowest of the compared OMol25 structures with the same formula, charge and spin, kcal per mole: 97.0

# 2
Below is a cluster of 2 separate species, C4H8O3 in total, with properties calculated with ωB97M-V/def2-TZVPD.

Geometry as ORCA input:
```
! RIJCOSX wB97M-V def2-TZVPD def2/J DEFGRID3
* xyz 0 1
O 1.1150 -0.8550 1.8430
O 1.4023 -1.0165 -0.3979
O 0.4853 1.8553 0.9472
C 1.8184 -0.9260 0.8645
C -0.6143 0.2298 -1.0349
C -0.0181 -1.0820 -0.6190
C -1.8223 0.6363 -0.6508
H -2.2736 1.5331 -1.0664
H -0.5086 -1.4894 0.2686
H -0.0291 0.8104 -1.7458
H -2.3992 0.0937 0.0958
H -0.1261 -1.7823 -1.4514
H 2.9167 -0.9502 0.8905
H -0.3843 1.8590 0.5271
H 0.4380 1.0839 1.5296
*
```

Summary:
E_HOMO, eV: -10.2
SMILES string: C=CCOC=O.O
Orbital gap, hartree: 0.4077
Energy, eV: -10419.2926
Energy above the lowest of the compared OMol25 structures with the same formula, charge and spin, kcal per mole: 39.5

# 3
Below is a cluster of 7 separate species, H14O7 in total, with properties calculated with ωB97M-V/def2-TZVPD.

Geometry as ORCA input:
```
! RIJCOSX wB97M-V def2-TZVPD def2/J DEFGRID3
* xyz 0 1
O -5.5882 1.2940 13.4706
O -9.6042 5.9945 13.9211
O -8.1240 0.0797 16.2516
O -9.0720 3.0439 14.7460
O -8.3974 3.7874 12.1426
O -6.3830 2.2644 15.8145
O -11.2691 1.7022 13.4471
H -4.6233 1.4318 13.4456
H -10.5666 2.0420 13.9687
H -11.1931 0.7418 13.4435
H -7.7877 0.9371 16.4326
H -10.2929 5.8177 13.2801
H -8.1982 2.8941 15.0380
H -8.1710 4.6604 11.7679
H -8.1372 -0.0470 15.3284
H -9.5057 5.1232 14.3017
H -8.9497 3.2736 13.8108
H -5.8461 1.9586 14.1014
H -6.1975 3.1956 15.9899
H -5.5434 1.7968 16.0274
H -7.6486 3.2047 11.9657
*
```

Summary:
E_HOMO, eV: -10.9
SMILES string: O.O.O.O.O.O.O
Orbital gap, hartree: 0.3859
Energy, eV: -14559.7081
Energy above the lowest of the compared OMol25 structures with the same formula, charge and spin, kcal per mole: 40.4

# 4
Below is a cluster of 2 separate species, C3H9NO2 in total, with properties calculated with ωB97M-V/def2-TZVPD.

Geometry as ORCA input:
```
! RIJCOSX wB97M-V def2-TZVPD def2/J DEFGRID3
* xyz 0 1
O 2.8545 -1.6850 -1.3345
O 1.5768 0.8716 0.9151
N -0.5962 0.7375 0.0992
C -0.1876 -0.4800 -0.6527
C -1.9867 0.8124 0.5617
C 0.4402 1.3418 0.8613
H 0.8135 -0.4699 -1.0328
H -2.1168 1.6412 1.3716
H -0.1568 -1.4327 0.1436
H 2.4931 -2.6296 -1.2821
H -2.2792 -0.0582 1.1670
H 2.5487 -1.0269 -0.5700
H 0.2206 2.2000 1.3419
H -0.9296 -0.8724 -1.3443
H -2.6946 1.0501 -0.2449
*
```

Summary:
E_HOMO, eV: -9.5
SMILES string: CN(C)C=O.O
Orbital gap, hartree: 0.3767
Energy, eV: -8840.7712
Energy above the lowest of the compared OMol25 structures with the same formula, charge and spin, kcal per mole: 50.4

> Which formula does entry 4 have?

C3H9NO2

> orbital gap of number 2 (C4H8O3)?

0.4077 hartree